# 1
The ion C7H14N with charge +1 in a non-equilibrium geometry, computed with wB97M-V/def2-TZVPD.

Last column: Mulliken charge in e.
CARTESIAN COORDINATES (ANGSTROEM)
N: -1.80 0.93 0.80  -0.4945
C: 1.60 -0.64 1.40  -0.8940
C: 0.65 -0.91 -0.80  0.6331
C: -0.77 1.79 -0.17  -0.5014
C: 0.92 -0.05 0.44  0.5217
C: 0.85 -0.63 -2.09  -1.1126
C: 0.61 1.39 0.51  -0.8260
C: -0.35 -2.06 -0.49  -1.0507
H: -0.92 2.87 0.11  0.3497
H: -1.56 -0.14 0.89  0.2608
H: -0.83 1.20 -1.11  0.4364
H: 0.65 -1.21 -2.95  0.3425
H: -0.36 -2.94 -1.39  0.3435
H: -1.45 -1.68 -0.45  0.1800
H: 1.44 1.88 -0.12  0.3551
H: -2.77 0.84 0.38  0.4037
H: 0.08 -2.57 0.36  0.3742
H: -1.99 1.53 1.72  0.3892
H: 1.49 0.17 -2.26  0.3420
H: 1.94 -0.04 2.42  0.2427
H: 0.79 2.06 1.40  0.4609
H: 1.78 -1.76 1.39  0.2436

Calculated values
ΔE to the lowest compared entry with this formula, charge and spin	3.154	eV
HOMO energy	-12.99	eV
SMILES	C=C(C)C(=C)CC[NH3+]
LUMO energy	-3.7	eV
largest force on an atom	0.07770	hartree/bohr
total energy	-8965.9241	eV
charge	+1

---

# 2
The molecule C2H2N2O2S in a non-equilibrium geometry, computed with wB97M-V/def2-TZVPD.

Last column: Mulliken charge in e.
CARTESIAN COORDINATES (ANGSTROEM)
S: 1.82 -1.29 0.13  0.2203
O: 1.48 0.28 -0.63  -0.3210
O: 0.84 1.81 0.78  -0.6396
N: -1.97 0.68 -0.39  -0.4784
N: 0.45 1.04 -0.11  0.5751
C: -0.78 0.56 -0.14  0.4228
C: 0.31 -1.70 0.51  -0.3490
H: -2.32 1.34 -1.01  0.2707
H: 0.17 -2.72 0.86  0.2990

Calculated values
ΔE to the lowest compared entry with this formula, charge and spin	8.184	eV
HOMO energy	-8.40	eV
LUMO energy	-0.9	eV
largest force on an atom	0.06914	hartree/bohr
total energy	-20008.1648	eV

---

# 3
A cluster of 20 separate species, C34H108N12O34 in total in a non-equilibrium geometry, computed with wB97M-V/def2-TZVPD.

Last column: Mulliken charge in e.
CARTESIAN COORDINATES (ANGSTROEM)
O: 2.74 -5.11 1.54  -0.5513
O: 2.94 2.91 0.58  -0.4937
O: 1.66 -4.62 -2.90  -0.7143
O: -3.49 -2.65 0.65  -0.3263
O: -3.90 4.86 0.41  -0.4223
O: 1.17 2.89 -1.72  0.1119
O: -2.58 -1.59 -3.98  -0.5696
O: -0.03 -2.12 0.41  2.4584
O: 0.11 -0.31 -4.46  0.0535
O: -2.24 0.90 -3.89  1.6747
O: -5.16 6.86 -0.91  -0.5495
O: -4.11 -0.67 3.03  -0.7104
O: -3.77 4.09 2.89  -0.7541
O: -3.21 2.37 -0.88  -0.2294
O: 0.50 -6.45 -1.04  -0.6287
O: 0.70 2.65 -4.64  -0.4634
O: -2.97 9.08 -0.61  -0.5514
O: -1.24 -3.87 1.85  -0.6254
O: -5.74 -1.73 -0.18  -0.6534
O: 6.96 0.69 -2.76  -0.5882
O: 4.46 -5.10 3.96  -0.5449
O: -3.94 -0.10 -1.82  -0.0936
O: 5.95 -0.94 4.31  -0.5277
O: -0.72 1.49 -0.19  1.1550
O: 4.77 0.57 6.43  -0.5678
O: 1.63 -4.35 4.07  -0.2782
O: 4.27 -2.54 -1.55  -0.0119
O: 5.30 2.22 -1.05  -0.7019
O: 2.88 -1.64 0.61  -0.2907
O: 5.64 -5.42 -3.26  -0.5941
O: -1.72 3.58 -4.71  -0.0739
O: -0.89 0.21 4.37  -0.7513
O: 3.48 2.22 4.37  -0.8026
O: -4.37 4.44 -4.23  -0.5333
N: 1.54 -3.36 -4.84  -0.5861
N: -6.28 -1.24 2.61  -0.3913
N: 4.08 -2.15 2.57  -0.1015
N: -3.42 2.01 2.04  0.3013
N: -3.36 2.35 4.37  -0.4941
N: 0.67 -2.57 -2.89  0.7614
N: 3.81 0.04 1.91  0.2368
N: -5.77 0.21 4.33  -0.4153
N: 0.63 -1.54 3.84  0.4371
N: 1.84 1.10 5.38  -0.3132
N: 1.50 1.94 3.32  0.0848
N: -1.70 -1.81 3.86  -0.2213
C: 2.34 1.78 4.32  0.6896
C: -5.24 -0.45 -2.19  -0.7363
C: -2.01 -4.70 0.93  -0.3467
C: -3.57 2.89 3.08  0.6009
C: -2.49 4.30 -5.66  -0.5665
C: -2.58 -1.01 -5.28  -0.6210
C: 1.48 4.17 -1.11  -0.7431
C: -2.83 3.64 -1.42  1.0806
C: 5.19 0.77 -1.19  0.8006
C: 3.55 -1.29 1.72  0.6400
C: -2.98 0.45 -5.05  -0.5867
C: -0.40 0.40 0.59  0.6433
C: 1.45 1.65 -5.32  -0.6621
C: 4.62 -3.88 -1.54  1.4213
C: 0.53 0.51 -5.62  -0.4502
C: -3.68 8.40 0.32  -0.3428
C: -5.32 -0.53 3.31  0.4655
C: -3.48 5.24 -4.96  -0.6492
C: 5.86 -1.34 5.69  -0.5042
C: 2.35 -4.94 5.14  -0.7272
C: 1.72 -6.39 -0.26  -0.6360
C: 5.02 -4.16 -2.92  -0.8885
C: 2.06 4.06 0.40  -0.4689
C: 1.29 -3.62 -3.52  0.5573
C: -0.69 -0.95 4.00  0.2275
C: -2.73 4.73 -0.31  -0.5874
C: -2.89 -3.82 -0.01  -0.6454
C: 4.59 -0.75 6.17  0.4834
C: -0.14 -0.80 -0.32  -0.2239
C: -6.16 -0.61 -1.01  -0.4481
C: 3.86 -4.61 5.14  0.1824
C: 5.64 0.35 -2.55  0.1568
C: 1.57 -5.25 0.78  0.8850
C: -5.07 7.82 0.03  -0.3944
H: 4.42 0.23 2.67  0.0751
H: 3.39 0.70 1.31  -0.2717
H: 4.72 -1.84 3.33  -0.2336
H: -2.83 5.96 -4.53  0.3159
H: -2.88 -2.18 1.23  0.0974
H: 0.73 -0.82 -1.01  -0.0208
H: 0.59 4.79 -1.12  0.3873
H: 0.84 -2.15 0.91  -1.0528
H: -2.00 1.87 -3.97  -0.5509
H: -0.83 -3.18 1.30  0.1759
H: 4.31 -1.33 7.13  0.2328
H: -1.93 3.60 -2.01  -0.0905
H: -3.69 0.99 2.13  -0.2172
H: 7.08 1.65 -2.66  0.3520
H: -3.69 2.38 1.10  0.0543
H: 3.71 -2.27 -0.74  -0.1519
H: 1.25 -4.33 0.23  -0.5728
H: -3.03 7.65 0.80  0.1800
H: -0.81 3.44 -5.05  0.2078
H: -0.71 0.11 -4.05  -0.4248
H: -3.41 1.52 -1.42  -0.0341
H: 2.33 4.58 -1.68  0.3676
H: 4.23 0.36 -0.92  -0.4610
H: -1.13 0.16 1.36  -0.4542
H: -0.34 0.89 -6.22  0.0987
H: 3.76 -5.61 3.51  0.2966
H: -2.64 1.58 4.40  0.1822
H: 1.84 2.23 2.44  -0.2441
H: 5.09 0.70 -3.55  0.0710
H: 0.64 -2.50 3.58  0.0208
H: 5.47 2.41 -0.18  0.3057
H: -2.83 1.03 -5.96  0.3673
H: 2.57 -6.18 -0.90  0.0729
H: -2.56 5.60 -0.92  0.5879
H: -3.77 9.12 1.16  0.3804
H: -7.24 -1.30 2.94  0.1802
H: 0.50 -2.77 -1.89  -0.4666
H: 0.73 -5.51 1.48  0.3713
H: 5.04 -6.19 -3.21  0.3305
H: -5.04 0.60 4.93  0.2557
H: 2.34 -3.92 -5.13  0.3638
H: 1.98 -4.71 3.24  0.0401
H: -1.35 -5.24 0.28  0.1898
H: -5.53 7.56 0.99  0.3406
H: 4.52 1.07 5.68  0.3555
H: 0.87 0.90 5.30  0.2346
H: -3.09 3.65 -6.28  0.3218
H: 5.83 -2.48 5.76  0.2104
H: 0.59 1.40 3.38  0.1209
H: 3.53 2.87 -0.21  0.3075
H: -5.71 0.32 -2.77  0.5594
H: 1.20 3.79 1.02  0.1593
H: 2.33 1.32 -4.78  0.1098
H: 2.59 4.91 0.79  0.3767
H: -4.80 4.89 -3.52  0.2982
H: 4.05 -3.50 5.05  -0.3695
H: -3.28 -0.15 -2.61  -0.5159
H: 5.54 -4.12 -0.98  0.4129
H: 0.65 -5.80 -1.81  0.4239
H: 1.78 -2.41 -4.95  0.1566
H: 5.78 -3.41 -3.11  0.3106
H: -2.27 -2.48 -4.15  0.2729
H: -1.54 -1.16 -5.72  0.1721
H: 0.26 -1.77 -3.38  -0.1540
H: -1.11 -0.76 -0.92  -0.5534
H: 3.84 -4.61 -1.19  -1.0490
H: -5.93 -1.59 1.70  0.2555
H: 1.91 -4.60 6.13  0.4137
H: -1.67 1.62 -0.39  -0.4926
H: 0.42 2.59 -1.18  -0.0233
H: -1.79 4.43 0.24  -0.2117
H: 3.93 -3.13 2.53  0.3055
H: -2.78 8.50 -1.39  0.3125
H: -3.36 -1.44 -5.91  0.4547
H: -2.66 -5.38 1.43  0.5101
H: 3.92 -1.00 5.37  -0.3741
H: -5.64 8.72 -0.32  0.3033
H: -2.36 -3.47 -0.87  0.1106
H: -2.99 3.09 4.96  0.3599
H: 5.55 -0.75 -2.56  -0.2462
H: -1.84 4.90 -6.34  0.3653
H: 4.35 -4.92 6.05  0.4568
H: -3.84 4.67 1.38  0.3818
H: 2.44 0.65 6.09  0.2157
H: 1.83 -7.35 0.19  0.4076
H: 6.88 -0.77 4.03  0.2330
H: 2.21 -5.99 5.03  0.3850
H: 0.87 2.66 -3.71  0.2066
H: 3.42 -4.67 1.03  0.1178
H: -4.06 0.55 -4.77  0.2933
H: 5.80 0.21 -0.50  0.2125
H: -6.14 0.35 -0.40  0.0844
H: -7.22 -0.71 -1.28  0.4189
H: 4.26 -3.88 -3.60  0.2118
H: 1.74 2.04 -6.24  0.4906
H: -4.02 5.63 -5.80  0.3942
H: -4.94 6.01 -0.46  0.2819
H: -4.72 -1.89 -0.29  0.3515
H: 0.55 0.64 1.07  -0.5244
H: -5.26 -1.38 -2.77  0.2126
H: 1.40 -0.96 4.17  -0.1205
H: -1.55 -2.72 3.46  0.2869
H: -6.71 0.61 4.25  0.2204
H: 0.94 -0.21 -6.30  0.5518
H: -2.62 -1.40 3.61  0.1707
H: -3.79 -4.41 -0.33  0.4739
H: -3.59 3.89 -2.18  -0.4500
H: 6.71 -1.10 6.30  0.4219

Calculated values
HOMO energy	-9.21	eV
LUMO energy	0.3	eV
largest force on an atom	0.09023	hartree/bohr
total energy	-124506.3034	eV

---

# 4
A structure of composition C4H5O2P in a non-equilibrium geometry, computed with wB97M-V/def2-TZVPD.

Last column: Mulliken charge in e.
CARTESIAN COORDINATES (ANGSTROEM)
P: 0.52 -1.21 1.52  0.0642
O: 1.63 -0.28 0.94  -0.4001
O: -0.78 -0.15 1.57  -0.3476
C: -1.03 0.47 -0.75  -0.4118
C: -1.42 0.48 0.55  0.1189
C: 1.40 -0.29 -0.87  -0.3704
C: 0.22 0.10 -1.32  0.1206
H: 0.78 -0.84 3.04  0.0184
H: -1.65 0.94 -1.54  0.2266
H: -2.33 0.96 0.72  0.4062
H: 2.37 -0.33 -1.36  0.3942
H: 0.29 0.15 -2.50  0.1809

Calculated values
ΔE to the lowest compared entry with this formula, charge and spin	2.348	eV
HOMO energy	-8.51	eV
LUMO energy	0.3	eV
largest force on an atom	0.09820	hartree/bohr
total energy	-17609.6416	eV

---

# 5
A structure of composition CH2FPS in a non-equilibrium geometry, computed with wB97M-V/def2-TZVPD.

Last column: Mulliken charge in e.
CARTESIAN COORDINATES (ANGSTROEM)
S: 1.73 -1.53 0.13  -0.1403
P: 0.49 1.14 0.10  0.4076
F: -1.58 1.71 0.44  -0.5435
C: 0.29 -0.78 0.05  -0.1679
H: -0.76 -1.22 0.06  0.3229
H: 0.09 1.24 -1.39  0.1213

Calculated values
ΔE to the lowest compared entry with this formula, charge and spin	2.600	eV
HOMO energy	-9.74	eV
LUMO energy	-1.7	eV
largest force on an atom	0.09654	hartree/bohr
total energy	-23908.1392	eV

---

# 6
A structure of composition C19H28I2N3OTi in a non-equilibrium geometry, computed with wB97M-V/def2-TZVPD.

Last column: Mulliken charge in e.
CARTESIAN COORDINATES (ANGSTROEM)
I: -2.15 -1.91 2.11  -0.4756
I: -2.43 -2.33 -5.08  0.0621
Ti: -0.34 -1.17 0.41  -0.3069
O: -0.58 -1.37 -2.72  -0.5747
N: 0.07 0.55 0.57  -0.0941
N: 2.41 -2.73 0.40  0.4823
N: 0.68 -4.00 0.03  0.5907
C: 1.05 -2.69 0.21  -0.3138
C: -3.61 -4.06 -5.26  -0.7966
C: 0.01 3.74 2.31  -0.1441
C: -0.67 -4.47 -0.25  -0.9603
C: -1.31 2.17 -1.50  0.7393
C: 1.71 1.90 2.66  1.0538
C: 1.77 -4.83 0.14  -0.6067
C: -1.05 4.35 1.62  -1.4298
C: 0.57 2.55 1.86  0.1780
C: 3.28 -1.60 0.60  -1.0153
C: 2.85 -4.04 0.37  -0.5366
C: -1.43 3.85 0.37  -0.1436
C: -1.14 3.23 -2.61  -1.6696
C: 2.99 2.75 2.65  -1.6845
C: -2.76 1.69 -1.43  -1.3106
C: -0.03 1.89 0.73  -0.0951
C: -0.64 -1.32 -1.55  0.3317
C: -0.87 2.68 -0.13  0.1553
C: 1.27 1.56 4.09  -1.4259
H: 2.79 -0.68 0.25  0.2176
H: 1.01 2.47 4.65  0.2957
H: -1.77 4.10 -2.43  0.2759
H: -0.64 -5.28 -0.99  0.3453
H: 1.71 -5.90 0.03  0.3957
H: -1.14 -4.87 0.66  0.2585
H: 3.89 -4.31 0.50  0.3812
H: 3.32 2.91 1.62  0.4062
H: 3.54 -1.47 1.66  0.2913
H: -1.55 5.22 2.03  0.2900
H: -3.09 1.26 -2.38  0.3819
H: -0.10 3.55 -2.68  0.4005
H: 2.05 1.02 4.64  0.4198
H: -1.42 2.81 -3.58  0.4347
H: -3.92 -4.36 -4.26  0.2793
H: -2.17 4.37 -0.24  0.2446
H: 4.22 -1.74 0.05  0.3586
H: -4.46 -3.80 -5.89  0.2121
H: -2.89 0.94 -0.65  0.2282
H: 0.38 4.18 3.24  0.2449
H: -1.28 -3.66 -0.64  0.2407
H: -2.99 -4.83 -5.73  0.2201
H: 1.94 0.95 2.15  -0.2047
H: 3.80 2.24 3.18  0.4490
H: 0.39 0.91 4.06  0.3057
H: 2.84 3.74 3.11  0.2752
H: -3.43 2.53 -1.20  0.3585
H: -0.66 1.32 -1.73  -0.0160

Calculated values
ΔE to the lowest compared entry with this formula, charge and spin	1.619	eV
HOMO energy (alpha / beta)	2.01 / 1.68	eV
2S+1	2
LUMO energy (alpha / beta)	3.8 / 3.7	eV
largest force on an atom	0.05346	hartree/bohr
total energy	-65990.4846	eV
charge	-2

---

# 7
A cluster of 2 separate species, C7H11F3N5O2 in total in a non-equilibrium geometry, computed with wB97M-V/def2-TZVPD.

Last column: Mulliken charge in e.
CARTESIAN COORDINATES (ANGSTROEM)
F: -1.56 -0.48 1.34  -0.2650
F: -1.70 0.01 -0.90  -0.2565
F: -0.23 1.14 0.46  -0.2304
O: -6.49 -0.19 -1.13  -0.6380
O: 0.14 -1.17 0.00  -0.2848
N: 4.25 0.14 1.34  -0.6688
N: -5.84 0.46 0.94  -0.3481
N: 2.58 -1.67 1.59  -0.4222
N: 4.73 1.16 0.63  0.2389
N: -4.30 -0.32 -0.56  -0.2659
C: 2.37 -0.14 -0.54  0.6410
C: -0.79 -0.13 0.18  0.9651
C: -5.60 -0.03 -0.31  0.5280
C: 1.07 -0.88 -1.08  -0.8092
C: 4.27 1.74 -0.59  -0.1830
C: 3.01 1.09 -1.29  -0.5167
C: 3.12 -0.53 0.81  0.4604
H: -4.09 -0.69 -1.47  0.1736
H: 2.62 -2.53 1.04  0.2705
H: -3.56 -0.19 0.10  0.1531
H: 1.32 -1.88 -1.61  0.3547
H: -6.80 0.69 1.16  0.2101
H: 2.57 1.48 -2.27  0.3549
H: 3.10 -1.74 2.48  0.2995
H: 0.59 -0.20 -1.89  0.3677
H: 4.79 2.64 -1.06  0.4086
H: -5.13 0.61 1.63  0.1601
H: 5.57 1.62 1.03  0.3024

Calculated values
HOMO energy	-11.37	eV
LUMO energy	-5.8	eV
largest force on an atom	0.09152	hartree/bohr
total energy	-27125.6083	eV
charge	+1

---

# 8
A structure of composition C33H38CaN4 in a non-equilibrium geometry, computed with wB97M-V/def2-TZVPD.

Last column: Mulliken charge in e.
CARTESIAN COORDINATES (ANGSTROEM)
Ca: 0.40 0.50 -0.11  0.9450
N: -0.20 -1.33 -3.61  0.0008
N: 2.47 4.03 1.37  -0.3786
N: 2.14 -0.25 1.94  0.3518
N: 0.94 0.36 -2.97  -0.2469
C: -3.40 -2.97 -3.32  -1.3462
C: -1.84 -3.97 -1.71  -1.1381
C: -0.83 3.66 1.66  -2.0241
C: 3.72 4.19 1.70  -0.2906
C: 0.59 -0.82 -2.60  -1.1777
C: 3.06 2.65 -0.54  -0.0661
C: 3.73 -2.04 2.30  -0.8532
C: -3.03 -0.68 -4.30  -1.2978
C: -1.24 -2.09 -3.06  0.3981
C: 0.82 4.32 -0.01  -0.9456
C: -1.88 0.12 1.33  0.5392
C: -0.40 -0.26 -4.60  -0.8071
C: 2.02 3.46 0.19  0.0918
C: 4.41 2.63 -0.06  -0.2827
C: -2.51 1.88 -0.45  -0.6917
C: 2.96 0.57 2.64  -0.2193
C: -3.94 -5.11 -2.23  -1.5804
C: -2.53 -1.90 -3.57  1.2414
C: -1.87 1.44 0.81  -0.6235
C: -2.54 -1.05 0.69  -0.9990
C: 4.72 3.43 1.05  -0.5607
C: -1.15 0.12 2.55  0.9595
C: -0.69 1.42 2.79  1.0831
C: 0.35 -2.85 -1.15  -0.3835
C: 2.48 -1.56 1.88  -0.2834
C: -0.91 -2.95 -1.97  0.8319
C: 0.03 1.86 4.01  -1.7810
C: 0.06 0.86 -3.99  -0.5218
C: 4.21 0.16 3.12  -0.8551
C: -1.12 2.25 1.73  0.6151
C: -0.94 -1.01 3.49  -1.7532
C: -3.05 -3.94 -2.39  1.3002
C: 4.61 -1.17 2.93  -0.5480
H: 2.89 2.13 -1.51  0.3136
H: -3.99 -0.91 -4.76  0.3848
H: 0.28 3.82 1.14  0.9735
H: 1.12 -2.21 -1.69  0.4958
H: 5.27 2.03 -0.47  0.2509
H: -2.43 -0.34 -5.16  0.3090
H: 0.13 -1.20 3.63  0.2721
H: -2.53 -0.98 -0.41  -0.1757
H: 0.75 1.11 4.34  0.3674
H: 2.63 1.60 2.81  0.2493
H: -1.44 4.22 0.95  0.4527
H: 3.85 4.92 2.53  0.2954
H: -2.43 1.14 -1.26  -0.2550
H: -2.04 -2.00 0.96  0.2576
H: -0.81 -0.45 -5.59  0.7021
H: -0.67 2.03 4.85  0.3245
H: -0.68 4.16 2.61  0.3674
H: -3.60 -1.16 0.99  0.3657
H: -3.65 -5.86 -2.97  0.2938
H: -2.07 2.82 -0.84  0.3740
H: -1.36 -0.79 4.49  0.2846
H: 0.58 2.80 3.85  0.3763
H: 1.74 -2.25 1.45  0.2462
H: -3.60 2.05 -0.32  0.2898
H: 5.59 -1.52 3.26  0.3420
H: 0.52 3.76 -1.10  -0.1171
H: -4.98 -4.84 -2.38  0.3779
H: 4.86 0.90 3.58  0.3494
H: -1.59 -4.80 -1.07  0.3458
H: 0.02 1.90 -4.33  0.3559
H: 5.69 3.59 1.50  0.3605
H: -3.80 -5.54 -1.24  0.4057
H: 0.78 -3.84 -0.93  0.5767
H: -4.30 -3.03 -3.91  0.2940
H: -1.40 -1.94 3.14  0.4136
H: 3.98 -3.08 2.10  0.3693
H: 0.21 -2.37 -0.15  -0.6525
H: -3.19 0.21 -3.66  0.0604

Calculated values
ΔE to the lowest compared entry with this formula, charge and spin	2.467	eV
HOMO energy (alpha / beta)	0.35 / 1.66	eV
LUMO energy (alpha / beta)	4.2 / 4.2	eV
largest force on an atom	0.12922	hartree/bohr
total energy	-59226.8115	eV
charge	-2

---

Look up the largest force on an atom of the sixth one.
0.05346 hartree/bohr

---

What is the formula in the third record?
C34H108N12O34